# 1
DFT (ωB97M-V/def2-TZVPD) results for 2 unconnected molecules or ions with the total composition C3H11NO2.

Structure (XYZ):
```
17
Properties=species:S:1:pos:R:3:lowdin_charge:R:1
C -0.1058 0.9423 -1.3743 -0.3901
C 0.3462 0.2693 -0.0823 -0.2731
C 1.5326 -0.6245 -0.4375 -0.2977
O 2.2459 -1.0731 0.7590 -0.1652
N -0.6809 -0.0236 -2.3455 -0.0212
H 0.5990 1.7067 -1.6949 0.0958
H -0.9590 1.5703 -1.0512 0.0555
H -0.3554 -0.3702 0.4606 0.0789
H 0.5843 1.1127 0.5763 0.0718
H 2.3613 -0.1565 -0.9671 0.1033
H 1.3261 -1.5329 -1.0018 0.0987
H 1.6722 -1.6149 1.3338 0.0625
H -0.2568 0.2387 -3.2276 0.0391
H -1.6838 0.0421 -2.3854 0.0280
H -1.7290 0.0214 4.4178 -0.0681
H -2.5578 0.0029 3.1150 -0.0818
O -2.3391 -0.5106 3.9051 -0.3362
```

Calculated values
* energy relative to the best compared isomer or geometry (same formula, charge and spin): 1.2206 eV
* HOMO (spin up / spin down): 1.14 / -6.06 eV
* total charge: -1
* HOMO-LUMO gap (spin up / spin down): 2.64 / 9.80 eV
* ⟨S²⟩: 0.75
* M: 93.1 u
* 2S+1: 2
* LUMO level (spin up / spin down): 3.774 / 3.738 eV
* F_max: 3.72 eV/A

---

# 2
DFT (ωB97M-V/def2-TZVPD) results for a molecular structure, C11H13AuBrO.

Structure (XYZ):
```
27
Properties=species:S:1:pos:R:3:lowdin_charge:R:1
C -1.9209 -0.8610 0.5331 -0.2270
C -1.7540 -1.3407 1.8453 -0.1783
C -1.7482 -0.2355 2.8011 -0.2270
H -1.7161 -2.3908 2.1477 0.0857
C -1.9536 0.9455 1.9801 -0.1710
C -2.0300 0.5905 0.6103 -0.1981
H -2.3193 1.2321 -0.2099 0.0785
H -2.0746 -1.4466 -0.3658 0.0835
H -2.1707 -0.3596 3.7973 0.1061
H -2.1331 1.9260 2.3960 0.0790
Au 0.3857 0.0560 1.0987 0.3336
Br 1.4180 -0.9044 -0.7357 -0.0368
C 2.7600 0.6808 -3.5078 -0.1475
C 1.6605 1.4717 -3.9385 -0.1234
C 0.6663 0.5942 -4.4616 -0.0910
H 1.5997 2.5561 -3.8960 0.0821
C 1.1565 -0.7366 -4.3512 -0.1574
C 2.4494 -0.6846 -3.7616 -0.1742
H 3.0840 -1.5365 -3.5390 0.0919
H 3.6810 1.0447 -3.0607 0.0904
H -0.2884 0.8881 -4.8897 0.0929
H 0.6429 -1.6411 -4.6670 0.0808
C 0.1454 0.0289 4.8692 -0.2375
O 0.0470 0.0554 3.4513 -0.3987
H -0.5091 0.7890 5.2926 0.0540
H 1.1297 0.1990 5.2898 0.0537
H -0.2081 -0.9204 5.2719 0.0556
```

Calculated values
* energy relative to the best compared isomer or geometry (same formula, charge and spin): 0.0234 eV
* HOMO (spin up / spin down): -2.80 / -3.61 eV
* total charge: -1
* HOMO-LUMO gap (spin up / spin down): 6.30 / 4.76 eV
* ⟨S²⟩: 2.03
* M: 438.1 u
* 2S+1: 3
* LUMO level (spin up / spin down): 3.498 / 1.153 eV
* F_max: 3.18 eV/A

---

# 3
DFT (ωB97M-V/def2-TZVPD) results for a molecular structure, C46H59N2P2RhSbSe3Te.

Structure (XYZ):
```
115
Properties=species:S:1:pos:R:3:lowdin_charge:R:1
Rh -0.4213 0.8982 0.0954 -0.0537
C -1.5787 -0.4856 3.1545 -0.2900
N -1.7466 -1.8158 2.6452 -0.2175
C -1.6446 -2.0859 1.2441 -0.3126
P -0.1341 -1.3985 0.3894 0.9571
C 1.2565 -1.8438 1.4761 -0.3651
C 1.1677 -2.7643 2.5152 -0.0693
C 2.2880 -3.0610 3.2703 -0.0575
C 3.5052 -2.4590 2.9971 -0.0645
C 3.6030 -1.5511 1.9532 -0.0743
C 2.4844 -1.2437 1.2040 -0.1492
C -0.0323 -2.6880 -0.9096 -0.3516
C 0.9029 -3.7194 -0.8293 -0.0824
C 0.8908 -4.7400 -1.7626 -0.0685
C -0.0441 -4.7478 -2.7838 -0.0673
C -0.9692 -3.7214 -2.8747 -0.0671
C -0.9669 -2.7010 -1.9427 -0.1306
C -2.2102 -2.8162 3.5030 -0.2744
C -1.8046 -2.8398 4.8398 -0.0328
C -2.2576 -3.8297 5.6911 -0.0770
C -3.1117 -4.8176 5.2309 -0.0890
C -3.5138 -4.8050 3.9059 -0.0747
C -3.0730 -3.8155 3.0481 -0.0362
P -2.1199 0.8760 2.0016 1.0149
C -2.2286 2.2861 3.1517 -0.3442
C -3.4509 2.8066 3.5726 -0.0685
C -3.4823 3.9186 4.3942 -0.0622
C -2.3040 4.5224 4.8012 -0.0686
C -1.0841 4.0031 4.3961 -0.0722
C -1.0475 2.8940 3.5724 -0.1117
C -3.8634 0.5748 1.6068 -0.3989
C -4.4397 1.5449 0.7829 -0.1909
C -5.7236 1.3878 0.3011 -0.0805
C -6.4407 0.2465 0.6279 -0.0624
C -5.8844 -0.7099 1.4603 -0.0601
C -4.5997 -0.5530 1.9539 -0.0701
H -0.5159 -0.2659 3.3737 0.0907
H -2.1494 -0.3773 4.0855 0.1093
H -2.5070 -1.6992 0.6662 0.0744
H -1.6013 -3.1710 1.1005 0.1036
H 0.2357 -3.2603 2.7374 0.1024
H 2.2066 -3.7773 4.0748 0.1123
H 4.3738 -2.6989 3.5901 0.1091
H 4.5501 -1.0889 1.7200 0.1096
H 2.5483 -0.5316 0.3884 0.0642
H 1.6359 -3.7320 -0.0369 0.1019
H 1.6183 -5.5328 -1.6926 0.1100
H -0.0527 -5.5522 -3.5059 0.1103
H -1.6964 -3.7154 -3.6725 0.1112
H -1.7022 -1.9102 -2.0196 -0.0009
H -1.1167 -2.0934 5.2087 0.1100
H -1.9297 -3.8349 6.7202 0.1074
H -3.4609 -5.5891 5.8973 0.1035
H -4.1850 -5.5643 3.5343 0.1079
H -3.4196 -3.8103 2.0258 0.1090
H -4.3750 2.3448 3.2565 0.1037
H -4.4370 4.3124 4.7121 0.1112
H -2.3380 5.3999 5.4281 0.1086
H -0.1650 4.4723 4.7170 0.1052
H -0.0989 2.4982 3.2393 0.0581
H -3.8628 2.4316 0.5436 0.0546
H -6.1580 2.1373 -0.3472 0.0988
H -7.4401 0.1128 0.2430 0.1093
H -6.4485 -1.5951 1.7196 0.1106
H -4.1934 -1.3002 2.6196 0.0957
Se -0.4912 3.3842 -0.2008 0.0869
Se -2.2428 4.4617 -1.1505 -0.0903
Te -3.6103 3.0372 -2.6380 0.3850
Se -2.1310 0.5091 -1.4287 0.2728
C 2.8318 2.2289 2.9588 -0.0019
C 1.8587 1.7134 2.0528 -0.2100
N 1.0748 1.3019 1.3145 -0.0265
H 3.5797 1.4654 3.1805 0.0990
H 2.3515 2.5386 3.8879 0.0992
H 3.3206 3.0938 2.5084 0.1041
C 2.4434 -1.7481 -3.6450 -0.1268
C 3.2753 -0.5546 -3.2173 -0.6716
C 4.0685 -0.8958 -1.9687 -0.1237
C 4.2286 -0.1536 -4.3245 -0.1118
Sb 1.7394 1.1042 -2.6788 1.5880
C 2.9972 2.9974 -2.2658 -0.6848
C 3.2900 2.9682 -0.7736 -0.1573
C 2.1997 4.2423 -2.6040 -0.1346
C 4.2850 2.9799 -3.0650 -0.1174
C 0.5219 1.4469 -4.6285 -0.6687
C -0.1555 2.8021 -4.5408 -0.1387
C -0.5231 0.3483 -4.6722 -0.1431
C 1.4182 1.3811 -5.8508 -0.1161
H 3.0807 -2.6267 -3.7428 0.0950
H 1.9758 -1.5776 -4.6095 0.0680
H 1.6689 -1.9720 -2.9112 0.0461
H 4.9121 -1.5306 -2.2446 0.0948
H 3.4576 -1.4491 -1.2594 0.0508
H 4.4746 -0.0063 -1.4848 0.0638
H 4.7130 -1.0561 -4.7015 0.0928
H 5.0076 0.5076 -3.9608 0.0617
H 3.7325 0.3226 -5.1628 0.0524
H 2.3652 3.1103 -0.2115 0.0097
H 3.9679 3.7828 -0.5151 0.0927
H 3.7554 2.0281 -0.4694 0.0615
H 1.1960 4.2069 -2.1789 -0.0019
H 2.1317 4.3881 -3.6785 0.0714
H 2.6970 5.1150 -2.1797 0.0936
H 4.9582 2.2000 -2.7176 0.0648
H 4.7918 3.9374 -2.9368 0.0912
H 4.0939 2.8453 -4.1272 0.0725
H -0.5588 2.9833 -3.5446 0.0080
H -0.9906 2.8351 -5.2410 0.0868
H 0.5259 3.6086 -4.7966 0.0694
H -1.2440 0.4718 -3.8616 -0.0206
H -0.0839 -0.6441 -4.5910 0.0598
H -1.0759 0.4037 -5.6089 0.0956
H 2.2679 2.0568 -5.7726 0.0716
H 0.8370 1.6819 -6.7232 0.0924
H 1.7761 0.3701 -6.0283 0.0663
```

Calculated values
* energy relative to the best compared isomer or geometry (same formula, charge and spin): 0.0000 eV
* HOMO (spin up / spin down): -8.94 / -9.56 eV
* total charge: +1
* HOMO-LUMO gap (spin up / spin down): 6.47 / 5.11 eV
* ⟨S²⟩: 6.03
* M: 1291.1 u
* 2S+1: 5
* LUMO level (spin up / spin down): -2.477 / -4.450 eV
* F_max: 2.49 eV/A

---

# 4
DFT (ωB97M-V/def2-TZVPD) results for a molecular structure, C8H18CeClIO3PS.

Structure (XYZ):
```
34
Properties=species:S:1:pos:R:3:lowdin_charge:R:1
C 0.3582 2.0636 -2.4172 0.0089
C 0.6397 0.7650 -1.7554 -0.3389
H -0.1953 1.8877 -3.3520 0.1337
H 1.3037 2.5678 -2.6979 0.1045
H -0.2260 2.7519 -1.7770 0.1258
O -0.1110 0.3457 -0.7861 -0.2327
I 1.4019 -2.7431 0.9857 0.4494
Ce -0.3796 -0.2234 1.3843 0.4226
P 2.1997 -0.0689 -2.1538 0.9258
C 1.7426 -1.7330 -2.6319 -0.1580
C 3.1192 0.6994 -3.4848 -0.1587
H 3.1569 0.8287 -0.1231 0.0627
H 4.3074 -0.2310 -1.0265 0.0940
H 2.9940 -0.9432 -0.0551 -0.0625
C 3.2648 -0.0955 -0.7046 -0.1696
H 3.7055 1.5567 -3.1229 0.0880
H 3.8195 -0.0512 -3.8787 0.0889
H 2.5161 -2.1341 -3.2949 0.0849
H 0.7760 -1.7152 -3.1519 0.0850
H 2.4684 1.0319 -4.3032 0.0808
H 1.6777 -2.3516 -1.7268 -0.0296
C -1.5085 -2.3541 -0.2131 -0.0945
O -1.6856 -3.1651 -1.0101 0.0998
Cl 1.2782 1.5168 2.2261 0.0581
C -4.6430 0.5865 2.9938 -0.2156
S -3.0097 0.9107 3.6727 1.0483
C -2.9958 -0.2105 5.0816 -0.2033
O -2.1047 0.1109 2.6342 -0.7748
H -5.3642 1.0993 3.6454 0.0831
H -4.8605 -0.4884 2.9326 0.0821
H -4.6918 1.0274 1.9917 0.0720
H -3.5475 -1.1351 4.8666 0.0819
H -1.9544 -0.4378 5.3345 0.0774
H -3.4517 0.3314 5.9177 0.0804
```

Calculated values
* HOMO (spin up / spin down): -14.46 / -14.47 eV
* total charge: +2
* HOMO-LUMO gap (spin up / spin down): 6.02 / 6.03 eV
* ⟨S²⟩: 0.75
* M: 527.7 u
* 2S+1: 2
* LUMO level (spin up / spin down): -8.446 / -8.436 eV
* F_max: 5.83 eV/A

---

# 5
DFT (ωB97M-V/def2-TZVPD) results for a gas-phase ion, C3H9NS (charge +1).

Structure (XYZ):
```
14
Properties=species:S:1:pos:R:3:lowdin_charge:R:1
C 1.9178 -2.1174 0.7212 -0.0232
N 0.5096 -1.4973 0.9031 -0.0767
C 0.4735 -0.2806 0.1718 -0.4199
C -0.8716 0.3591 0.2029 -0.4263
S -1.0231 1.8599 -0.9107 1.1438
H 2.6497 -1.6895 1.3354 0.0720
H 2.0926 -1.9856 -0.2911 0.0513
H 1.8320 -3.1545 0.9614 0.0847
H -0.0837 -2.0784 0.3212 0.1077
H 1.2208 0.4414 0.7787 0.1741
H 0.8786 -0.3288 -0.9220 0.1445
H -1.5065 -0.3828 -0.3017 0.0928
H -1.1967 0.5364 1.2588 0.1328
H -2.2034 1.5986 -1.4670 -0.0576
```

Calculated values
* energy relative to the best compared isomer or geometry (same formula, charge and spin): 1.8583 eV
* HOMO (spin up / spin down): -13.97 / -13.59 eV
* total charge: +1
* HOMO-LUMO gap (spin up / spin down): 9.92 / 4.16 eV
* ⟨S²⟩: 0.75
* M: 91.2 u
* 2S+1: 2
* LUMO level (spin up / spin down): -4.046 / -9.425 eV
* F_max: 5.68 eV/A

---

# 6
DFT (ωB97M-V/def2-TZVPD) results for 2 unconnected molecules or ions with the total composition C13H32NO3SSi.

Structure (XYZ):
```
51
Properties=species:S:1:pos:R:3:lowdin_charge:R:1
C -1.8998 -4.6675 0.4352 -0.0347
N -2.4336 -3.3272 0.7368 -0.1506
C -2.4379 -3.0457 2.1810 -0.0362
C -1.8507 -2.3055 0.0077 -0.5024
O -1.2873 -1.3218 0.4817 0.0779
C -2.0661 -2.4154 -1.5116 -0.2828
S -3.3162 -1.2133 -1.9755 1.1924
C -2.4932 0.3919 -1.8852 -0.3244
C -1.2018 0.4568 -2.7163 -0.3360
O -0.9744 1.7993 -3.0230 -0.2079
Si 0.6407 2.3271 -3.1106 0.4397
C 1.5738 1.1145 -4.1926 -0.1535
C 1.2980 2.3388 -1.3616 -0.1452
C 0.6791 4.0105 -3.8783 -0.1561
H -2.4799 -5.4148 0.9836 0.1013
H -0.8486 -4.7530 0.7325 0.1092
H -1.9828 -4.9098 -0.6277 0.0826
H -2.8833 -3.9069 2.6867 0.0974
H -1.4265 -2.8880 2.5696 0.0992
H -3.0552 -2.1675 2.3841 0.1019
H -2.4982 -3.3852 -1.7717 0.0883
H -1.1426 -2.2774 -2.0829 0.1159
H -3.2990 -1.3770 -3.3108 0.0355
H -3.2268 1.1223 -2.2376 0.1141
H -2.2969 0.5297 -0.8175 0.0988
H -0.3929 -0.0145 -2.1399 0.1166
H -1.3382 -0.1262 -3.6457 0.1210
H 2.4232 1.5892 -4.6881 0.0424
H 1.9326 0.2697 -3.5911 0.0334
H 0.8924 0.7043 -4.9485 0.0370
H 1.9446 3.1949 -1.1577 0.0428
H 0.4476 2.4024 -0.6728 0.0310
H 1.8342 1.4123 -1.1315 0.0338
H -0.0146 4.7259 -3.4299 0.0408
H 1.6966 4.3974 -3.7382 0.0448
H 0.4948 3.9680 -4.9565 0.0407
C 0.5332 0.5281 2.6736 -0.0750
C 1.9912 0.1037 2.6316 -0.2851
O 2.9102 1.1589 2.8205 -0.1596
C 2.8248 1.8486 4.0575 -0.2773
C 3.0490 0.9713 5.2760 -0.0776
H 0.3442 1.3036 1.9319 0.0716
H -0.1108 -0.3233 2.4589 0.0461
H 0.2469 0.9238 3.6492 0.0713
H 2.2274 -0.2933 1.6424 0.1139
H 2.1738 -0.7070 3.3471 0.1083
H 1.8686 2.3784 4.1371 0.1074
H 3.6033 2.6087 4.0032 0.1199
H 2.2821 0.2023 5.3784 0.0649
H 3.0259 1.5816 6.1789 0.0793
H 4.0189 0.4763 5.2177 0.0830
```

Calculated values
* HOMO: -11.40 eV
* total charge: +1
* HOMO-LUMO gap: 7.99 eV
* M: 310.6 u
* LUMO level: -3.410 eV
* F_max: 1.65 eV/A